#A
13
Properties=species:S:1:pos:R:3 method="wB97M-V/def2-TZVPD" homo_lumo_gap_ev=9.21 smiles="C#CC1=CCC=C1"
C -1.60400 -0.68082 0.07691
C 0.51741 0.17546 -0.15557
C 1.99310 0.22443 -0.11728
C 3.19569 0.11296 0.07890
C -0.37563 1.37551 -0.18691
C -0.21324 -0.92607 -0.23170
C -1.61373 0.72961 0.04910
H 4.24714 -0.56310 0.34517
H -2.22502 -1.16149 -0.63048
H -1.69029 -1.38599 0.96116
H 0.36955 -1.83534 -0.44897
H -0.15877 2.53370 -0.02405
H -2.44221 1.40114 0.28371



#B
13
Properties=species:S:1:pos:R:3 method="wB97M-V/def2-TZVPD" homo_lumo_gap_ev=8.67
C -1.15510 -1.58074 0.04396
C 0.33353 1.52719 0.38957
C -0.61658 0.63181 -0.20024
C 1.54893 1.26493 -0.46590
C 0.15457 -1.76760 0.24096
C 0.72279 0.09087 -0.12699
C -1.65048 -0.22601 -0.03736
H -2.69529 0.01249 0.02335
H -1.86283 -2.39913 0.07523
H 2.52974 1.36040 -0.00718
H 0.86921 -2.55748 0.22649
H 0.29288 2.03533 1.33691
H 1.52863 1.60794 -1.49880



Order of stability, best first: #A, #B



#A
13
Properties=species:S:1:pos:R:3 method="wB97M-V/def2-TZVPD" homo_lumo_gap_ev="6.14 / 5.72"
C 0.05559 1.17939 -0.02249
C -0.68632 -0.03243 -0.01894
C 1.40491 -1.27382 0.07778
C -2.00909 0.13366 0.01619
C 0.02544 -1.28687 -0.12286
C 2.16004 -0.07049 0.02949
C 1.43424 1.12545 -0.10634
H -2.80260 -0.58763 -0.06469
H 2.03587 2.07133 0.05832
H -0.60530 1.98332 0.16853
H -2.35268 1.08385 0.13340
H -0.63156 -2.14773 -0.24188
H 1.97145 -2.17803 0.09349



#B
13
Properties=species:S:1:pos:R:3 method="wB97M-V/def2-TZVPD" homo_lumo_gap_ev="7.90 / 7.59"
C -1.25876 0.08884 1.22882
C 0.70067 1.05780 -0.03793
C 1.13300 -0.40830 0.04693
C -1.33208 0.16272 -1.21595
C 0.20050 -1.35286 -0.05343
C -1.15636 -0.72949 -0.03298
C -0.81076 0.87734 0.05700
H 2.16086 -0.47115 -0.21913
H -0.57588 0.02076 -1.87311
H 0.98132 1.42724 -1.02667
H -1.35239 0.03269 2.32454
H 0.28641 -2.42261 0.12073
H 1.02349 1.71703 0.68116



Order of stability, best first: #A, #B



#A
13
Properties=species:S:1:pos:R:3 method="wB97M-V/def2-TZVPD" homo_lumo_gap_ev=10.18 smiles=C#C[C@@H]1C[C@@H]1C#C
C -0.78286 -0.52546 -0.46103
C 2.07202 1.70656 -0.02648
C 0.74786 -0.48544 -0.54184
C -1.93977 1.74132 0.00170
C 1.42388 0.67866 -0.18427
C -1.52799 0.61351 -0.13582
C 0.05897 -1.29656 0.52248
H 0.02579 -1.00112 1.60525
H 1.26549 -1.07765 -1.22735
H -1.16606 -1.27951 -1.15626
H 2.44768 2.67467 0.18227
H 0.29832 -2.37809 0.35170
H -2.08114 2.65416 0.30556



#B
13
Properties=species:S:1:pos:R:3 method="wB97M-V/def2-TZVPD" homo_lumo_gap_ev=9.84 smiles=C#CC#C.C#CC
C 0.27968 0.13478 1.45983
C -0.31164 0.23821 0.42243
C 1.28647 -0.22108 2.52339
C -1.95065 -0.49824 -3.26670
C 0.53052 -1.97007 -0.92829
C -0.36157 -1.52883 -1.58214
C -1.16830 -1.00978 -2.50795
H -2.64425 0.01610 -3.83919
H 0.99905 -0.38562 3.62413
H -0.85368 0.38196 -0.43785
H 0.93157 -2.20230 -0.00781
H 1.86642 -1.06714 2.17615
H 1.96143 0.64102 2.49049



Order of stability, best first: #A, #B



#A
38
Properties=species:S:1:pos:R:3 method="wB97M-V/def2-TZVPD" homo_lumo_gap_ev=8.84 smiles="N[C@@H](CS)C(=O)N[C@@H](Cc1c[nH]c2ccccc12)C(=O)O"
S 4.65863 3.74601 -1.98763
O 1.17491 -0.85396 -1.03899
O 3.11823 0.35095 1.55572
O 0.41099 -1.94433 0.78280
N 1.45993 1.46678 0.57124
N -3.75281 -0.71635 2.00852
N 4.23745 0.74958 -1.13746
C 2.77021 1.15701 0.72836
C -2.92787 -2.70941 -1.50464
C -2.19182 -1.56587 -1.13157
C -4.28424 -2.64818 0.53546
C -2.79692 0.31738 1.95871
C -0.92639 1.00675 0.41431
C 0.75954 -0.80478 0.12173
C 0.42904 0.46634 0.89425
C 3.38972 3.03092 -0.95237
C -2.53157 -1.03126 0.11949
C -3.57175 -1.52230 0.93230
C -3.98980 -3.22321 -0.71471
C 3.82451 1.76818 -0.20581
C -2.07808 0.16166 0.80523
H 3.45405 0.28651 -1.54543
H 4.82022 0.04970 -0.71308
H -0.84204 1.14765 -0.64725
H 3.05373 3.74688 -0.22038
H -2.82182 1.07256 2.76458
H -4.44669 -0.86312 2.77927
H -4.61629 -4.01472 -1.11562
H -1.39254 -1.10805 -1.65556
H 0.46876 0.17111 1.94591
H 0.67880 -2.66186 0.15820
H 2.51355 2.74781 -1.58450
H -1.00894 2.00104 0.92134
H 4.84372 2.59967 -2.64616
H 1.25909 1.94518 -0.31731
H 4.67974 2.01209 0.37588
H -2.69910 -3.29046 -2.40043
H -5.12616 -3.04393 1.14559



#B
38
Properties=species:S:1:pos:R:3 method="wB97M-V/def2-TZVPD" homo_lumo_gap_ev=8.76 smiles="CC1CCN(C(=O)CSc2nnc(-c3ccco3)o2)CC1"
S 0.26096 2.72596 -1.39264
O 2.16224 0.89595 -1.21441
O 3.55149 -2.45298 -0.87970
O -2.60326 0.56438 -2.62485
N 0.15869 -0.00583 -1.36392
N -2.52424 1.03564 -0.42415
N 1.04780 -1.00138 -1.23003
C 4.75031 -0.56721 -0.87186
C -2.20751 1.25737 -1.70959
C 4.83928 -2.77444 -0.72535
C 5.62607 -1.65886 -0.71237
C 2.22653 -0.46393 -1.14019
C -3.19384 -0.20277 -0.07448
C -1.19366 1.00084 1.63181
C 3.48983 -1.11026 -0.97022
C -1.82958 -0.33250 2.02959
C -2.26358 -1.07402 0.76425
C -0.85332 -1.17469 2.84475
C -1.42562 2.52463 -2.06458
C -2.13101 1.80768 0.72983
C 0.83184 1.10259 -1.35439
H -0.26331 0.80338 1.09906
H 6.69006 -1.62037 -0.60347
H -1.38656 -1.32008 0.16431
H 5.07676 -3.81608 -0.63570
H 0.02478 -1.41358 2.24852
H -1.96227 3.41773 -1.74114
H -3.04183 2.05449 1.29171
H -1.33561 2.53679 -3.15152
H -2.71659 -0.12672 2.64156
H 4.99861 0.47338 -0.91090
H -1.31975 -2.10735 3.15239
H -1.65362 2.73959 0.43162
H -0.53197 -0.63920 3.73566
H -0.95649 1.59027 2.51948
H -4.10406 0.03858 0.48699
H -2.77387 -2.00139 1.02695
H -3.46370 -0.70560 -1.00305



#C
38
Properties=species:S:1:pos:R:3 method="wB97M-V/def2-TZVPD" homo_lumo_gap_ev=8.79 smiles="N[C@@H](Cc1c[nH]c2ccccc12)C(=O)N[C@@H](CS)C(=O)O"
S 2.39820 -5.30337 -3.00086
O 2.51378 -1.50215 -0.01889
O 0.47603 -5.45671 -0.01934
O 1.91356 -3.98704 0.82664
N -0.21569 0.38853 -1.35210
N 0.63530 -2.15159 -1.12074
N 0.00250 3.99774 1.87277
C 0.97068 -3.56189 -1.40317
C 2.20617 -3.65800 -2.27058
C -3.61877 3.99828 1.01841
C 1.08469 -4.43931 -0.12567
C 0.42120 0.40881 1.01710
C -1.35751 2.33401 1.13384
C -0.03568 1.81224 1.31526
C -2.57959 1.81226 0.69344
C 0.86734 0.18954 -0.43371
C 0.76865 2.85941 1.73043
C -1.31968 3.73267 1.47802
C -2.43138 4.56459 1.43738
C 1.43498 -1.22360 -0.52003
C -3.71404 2.65490 0.64712
H -0.41240 -0.27388 1.24485
H 1.81765 2.82503 1.96497
H 1.70642 0.86563 -0.58944
H 2.30874 -6.03150 -1.86851
H -2.64445 0.78049 0.45098
H -4.69833 2.34957 0.27899
H 1.23133 0.10393 1.68373
H -0.21842 -1.73054 -1.45877
H -0.79795 1.19086 -1.04646
H -2.30852 5.62169 1.74310
H 3.11934 -3.39322 -1.68888
H 0.31860 4.87133 2.26077
H 0.17405 0.62749 -2.28794
H 2.27368 -3.10610 0.55098
H 2.10557 -2.95112 -3.13485
H -4.42308 4.68689 0.83001
H 0.02706 -3.90587 -1.83885



Order of stability, best first: #C, #A, #B